[1]
Molecular formula: C2ClF3O3S
Method: DFT, wB97M-V/def2-TZVPD

Geometry as ORCA input:
```
! RIJCOSX wB97M-V def2-TZVPD def2/J DEFGRID3
* xyz 0 1
C -1.80137 -0.56337 -0.61063
C -0.90600 0.29760 0.28402
O 3.39479 1.19820 0.93407
O 2.47263 0.27206 -1.16767
O -1.99647 -0.62679 -1.76006
F -0.11837 -0.48270 0.98429
F -0.23369 1.07422 -0.53689
F -1.56026 0.96594 1.21600
S 3.36476 0.11546 0.00542
Cl -2.61603 -2.25061 0.65146
*
```

Properties
Gap between HOMO and LUMO, eV: 9.4433
F_max, Eh/bohr: 0.0727
Energy relative to the best compared isomer or geometry (same formula, charge and spin), eV: 1.218
Energy, eV: -39724.831

For reference, the Löwdin charges in units of e are: number 1, C, carries -0.273; number 2, C, carries -0.692; number 3, O, carries -0.428; number 4, O, carries -0.458; number 5, O, carries 0.203; number 6, F, carries 0.157; number 7, F, carries 0.192; number 8, F, carries 0.189; number 9, S, carries 0.905; number 10, Cl, carries 0.205

[2]
Molecular formula: C6H12N2OS
Method: DFT, wB97M-V/def2-TZVPD

Geometry as ORCA input:
```
! RIJCOSX wB97M-V def2-TZVPD def2/J DEFGRID3
* xyz 0 1
C 0.50398 -0.36626 0.04333
C 1.69997 1.92912 -1.94421
C -1.11713 -0.07238 0.08784
C 0.91366 -1.19810 1.20410
C -1.50843 0.63899 1.27247
C -1.82125 -1.48302 -0.03950
N 1.03521 0.91230 0.03195
N 0.89202 1.41653 -1.11097
O 3.04418 1.67242 -2.00750
S -1.49900 0.79492 -1.38043
H 0.61995 -0.82402 -0.91533
H 1.54585 2.64727 -2.78619
H 1.33042 -2.05878 0.80895
H -0.04944 -1.62988 1.67742
H 1.70985 -0.74634 1.79575
H -0.89721 1.54580 1.22581
H -1.35833 0.04170 2.21207
H -2.69708 0.89665 1.25507
H -2.95094 -1.27835 -0.06673
H -1.49935 -2.15146 0.79310
H -1.46612 -2.01335 -0.91199
H 3.56919 1.32624 -1.24499
*
```

Properties
Gap between HOMO and LUMO (spin up / spin down), eV: 7.1300 / 7.1312
F_max, Eh/bohr: 0.0788
Energy relative to the best compared isomer or geometry (same formula, charge and spin), eV: 4.581
Energy, eV: -22274.845

For reference, the Löwdin charges in units of e are: number 1, C, carries -0.411; number 2, C, carries -0.175; number 3, C, carries -0.954; number 4, C, carries -0.040; number 5, C, carries -0.167; number 6, C, carries -0.120; number 7, N, carries 0.031; number 8, N, carries -0.086; number 9, O, carries 0.020; number 10, S, carries 0.731; number 11, H, carries 0.120; number 12, H, carries 0.157; number 13, H, carries 0.050; number 14, H, carries 0.093; number 15, H, carries 0.091; number 16, H, carries 0.072; number 17, H, carries 0.091; number 18, H, carries 0.138; number 19, H, carries 0.102; number 20, H, carries 0.066; number 21, H, carries 0.063; number 22, H, carries 0.130

[3]
Molecular formula: C17H18FN3O2S
Method: DFT, wB97M-V/def2-TZVPD

Geometry as ORCA input:
```
! RIJCOSX wB97M-V def2-TZVPD def2/J DEFGRID3
* xyz 0 1
O 1.38221 0.02850 0.98223
C 1.48127 0.96650 0.21431
N 2.21300 0.92274 -0.92858
C 3.13143 -0.15420 -1.24442
C 2.75700 -1.47048 -0.55080
O 3.50720 -1.97735 0.25650
N 1.62488 -2.07482 -0.97656
C 0.74004 -1.58173 -2.01398
C -0.69581 -2.02933 -1.69963
N -0.97870 -1.86820 -0.29765
C -1.59357 -0.75872 0.22925
C -2.05429 -0.79156 1.55576
C -2.73935 0.26112 2.12404
C -3.01878 1.40310 1.39249
C -2.57301 1.47677 0.08668
C -1.86680 0.42817 -0.46432
F -1.41127 0.62634 -1.74004
C -0.15114 -2.70702 0.55658
C 1.09791 -3.17745 -0.20355
C 0.76362 2.22646 0.45297
C 0.08398 2.53653 1.59892
C -0.51533 3.80895 1.55664
C -0.29278 4.45128 0.37955
S 0.65798 3.51922 -0.69975
H 2.31642 1.77059 -1.46628
H 3.15046 -0.29869 -2.32873
H 4.14304 0.09647 -0.90157
H 1.04970 -1.97908 -2.99103
H 0.76516 -0.49312 -2.05536
H -1.40495 -1.46958 -2.30517
H -0.82526 -3.08906 -1.94540
H -1.87873 -1.67847 2.14195
H -3.07073 0.18239 3.14877
H -3.56614 2.22361 1.82806
H -2.74478 2.35361 -0.51912
H 0.17865 -2.11442 1.41260
H -0.71786 -3.57968 0.90864
H 0.87790 -4.01938 -0.86688
H 1.86965 -3.47839 0.50565
H 0.02668 1.85895 2.43062
H -1.08902 4.22743 2.36345
H -0.62985 5.42199 0.07317
*
```

Properties
Gap between HOMO and LUMO, eV: 8.0559
SMILES: O=C(NCC(=O)N1CCN(c2ccccc2F)CC1)c1cccs1
F_max, Eh/bohr: 0.0140
Energy relative to the best compared isomer or geometry (same formula, charge and spin), eV: 1.217
Energy, eV: -40039.529

For reference, the Löwdin charges in units of e are: number 1, O, carries 0.096; number 2, C, carries -0.489; number 3, N, carries 0.053; number 4, C, carries -0.063; number 5, C, carries -0.467; number 6, O, carries 0.065; number 7, N, carries -0.044; number 8, C, carries -0.112; number 9, C, carries -0.129; number 10, N, carries -0.070; number 11, C, carries -0.168; number 12, C, carries -0.016; number 13, C, carries -0.093; number 14, C, carries -0.108; number 15, C, carries -0.035; number 16, C, carries -0.199; number 17, F, carries 0.029; number 18, C, carries -0.127; number 19, C, carries -0.110; number 20, C, carries -0.437; number 21, C, carries -0.108; number 22, C, carries -0.178; number 23, C, carries -0.400; number 24, S, carries 1.048; number 25, H, carries 0.102; number 26, H, carries 0.129; number 27, H, carries 0.133; number 28, H, carries 0.128; number 29, H, carries 0.103; number 30, H, carries 0.124; number 31, H, carries 0.124; number 32, H, carries 0.108; number 33, H, carries 0.103; number 34, H, carries 0.102; number 35, H, carries 0.121; number 36, H, carries 0.115; number 37, H, carries 0.125; number 38, H, carries 0.124; number 39, H, carries 0.126; number 40, H, carries 0.125; number 41, H, carries 0.107; number 42, H, carries 0.063

[4]
Molecular formula: C14H38BO10S3
Method: DFT, wB97M-V/def2-TZVPD

Geometry as ORCA input:
```
! RIJCOSX wB97M-V def2-TZVPD def2/J DEFGRID3
* xyz -1 1
B 0.76289 0.09859 0.69052
C -0.29829 0.97099 -0.22558
C -1.46250 1.64453 0.75286
C -2.73899 2.26298 -0.07895
C -4.02699 1.25723 -0.21397
O -5.15131 1.57986 0.70744
C -6.13506 0.48539 0.74135
H 1.70971 -0.28813 0.10594
H 0.16772 -0.81530 1.12902
H 1.18220 0.79340 1.56691
H -0.73618 0.29978 -1.07962
H 0.34335 1.83185 -0.74570
H -1.75920 0.88815 1.60694
H -0.92610 2.57947 1.26517
H -2.34953 2.46182 -1.18629
H -3.01606 3.33486 0.36366
H -3.76916 0.12308 -0.01844
H -4.47049 1.41519 -1.31018
H -6.07848 -0.05212 1.79314
H -7.24658 0.81614 0.57302
H -5.90460 -0.34412 -0.07151
O 1.17216 2.38446 3.12513
S 2.04608 2.86919 4.17230
O 2.13275 2.22045 5.46288
O 1.76967 4.45780 4.40191
C 0.44155 4.88760 4.66026
C 0.04190 4.61752 6.09880
C 3.68756 3.02344 3.51137
H -0.26203 4.42456 3.96026
H 0.41315 5.96735 4.47880
H -0.03653 3.54302 6.28931
H -0.92717 5.07226 6.32322
H 0.79111 5.01464 6.79109
H 3.63836 3.56469 2.56515
H 4.08238 2.01820 3.34876
H 4.31027 3.55557 4.23297
O 0.49820 -3.12257 1.00915
S 0.38080 -4.07779 -0.07207
O -0.84825 -4.79536 -0.33382
O 1.60190 -5.15059 0.03195
C 1.79608 -5.84493 1.25488
C 0.79796 -6.97654 1.41387
C 0.90312 -3.29329 -1.57766
H 1.75335 -5.15683 2.10584
H 2.80812 -6.26289 1.22887
H -0.21719 -6.58938 1.54265
H 1.04058 -7.58665 2.28860
H 0.78994 -7.61507 0.52477
H 1.86032 -2.79866 -1.40505
H 0.14530 -2.55776 -1.85616
H 0.99102 -4.05094 -2.35861
O 1.78529 -2.16062 -5.42084
S 1.77243 -0.86763 -4.77023
O 1.18194 -0.67018 -3.46398
O 1.15634 0.23719 -5.79620
C -0.11420 -0.00916 -6.37964
C -1.23811 0.28183 -5.40280
C 3.43238 -0.23637 -4.73597
H -0.17675 -1.03376 -6.76136
H -0.20704 0.66169 -7.24043
H -1.23567 -0.43540 -4.57662
H -2.20976 0.22017 -5.90113
H -1.12417 1.27888 -4.96553
H 3.86579 -0.32690 -5.73329
H 4.00577 -0.83162 -4.02200
H 3.40700 0.80673 -4.41513
*
```

Properties
Gap between HOMO and LUMO, eV: 6.3428
F_max, Eh/bohr: 0.0504
Energy, eV: -68786.451

For reference, the Löwdin charges in units of e are: number 1, B, carries -0.517; number 2, C, carries -0.301; number 3, C, carries -0.236; number 4, C, carries -0.195; number 5, C, carries -0.220; number 6, O, carries -0.276; number 7, C, carries -0.156; number 8, H, carries -0.030; number 9, H, carries -0.023; number 10, H, carries -0.024; number 11, H, carries 0.066; number 12, H, carries 0.082; number 13, H, carries 0.116; number 14, H, carries 0.097; number 15, H, carries 0.104; number 16, H, carries 0.109; number 17, H, carries 0.132; number 18, H, carries 0.121; number 19, H, carries 0.097; number 20, H, carries 0.084; number 21, H, carries 0.092; number 22, O, carries -0.283; number 23, S, carries 0.620; number 24, O, carries -0.298; number 25, O, carries -0.277; number 26, C, carries -0.283; number 27, C, carries -0.083; number 28, C, carries -0.124; number 29, H, carries 0.117; number 30, H, carries 0.118; number 31, H, carries 0.072; number 32, H, carries 0.076; number 33, H, carries 0.080; number 34, H, carries 0.074; number 35, H, carries 0.079; number 36, H, carries 0.065; number 37, O, carries -0.284; number 38, S, carries 0.620; number 39, O, carries -0.307; number 40, O, carries -0.275; number 41, C, carries -0.287; number 42, C, carries -0.086; number 43, C, carries -0.127; number 44, H, carries 0.117; number 45, H, carries 0.117; number 46, H, carries 0.070; number 47, H, carries 0.073; number 48, H, carries 0.080; number 49, H, carries 0.075; number 50, H, carries 0.071; number 51, H, carries 0.070; number 52, O, carries -0.296; number 53, S, carries 0.618; number 54, O, carries -0.271; number 55, O, carries -0.268; number 56, C, carries -0.285; number 57, C, carries -0.074; number 58, C, carries -0.122; number 59, H, carries 0.113; number 60, H, carries 0.119; number 61, H, carries 0.074; number 62, H, carries 0.078; number 63, H, carries 0.089; number 64, H, carries 0.069; number 65, H, carries 0.078; number 66, H, carries 0.077